Entry from the OMol25 dataset: a cluster of 2 separate species, C23H44BrF3N2O in total at a distorted geometry (the ωB97M-V functional and the def2-TZVPD basis).

```
74
Properties=species:S:1:pos:R:3:forces:R:3
C -2.020 -2.362 4.629 -0.6 0.2 0.5
C -2.565 -1.813 3.146 1.2 0.2 2.0
Br -3.293 -3.485 2.232 0.3 1.4 0.3
C -1.320 -1.163 2.306 0.6 -0.7 -1.3
C -1.636 0.261 1.561 0.5 0.3 -0.4
C -0.425 0.687 0.488 -0.2 -1.2 -0.3
C 1.075 0.260 0.976 0.6 1.4 -0.6
C 1.686 1.226 2.197 1.8 -0.7 -0.3
F 1.496 2.680 1.932 0.4 -4.8 1.4
F 3.180 1.005 2.129 -4.3 0.9 0.6
F 1.279 0.787 3.551 1.3 2.1 -4.3
C -1.692 1.454 2.670 -0.3 -0.2 -0.1
C -3.160 2.080 2.997 1.0 1.9 2.6
C -3.243 2.201 4.665 -0.4 -0.6 -0.2
C -3.217 3.669 2.481 0.9 -0.4 0.5
N -4.349 1.260 2.592 -0.7 2.3 -1.0
O -5.517 1.815 2.966 2.6 -1.6 -0.8
C -4.335 0.778 1.173 -1.9 -1.8 -2.5
C -4.809 1.928 0.054 -0.1 1.1 0.5
C -5.533 -0.388 1.077 0.1 0.8 0.1
C -2.973 0.058 0.649 0.5 -0.1 -0.4
H -2.606 -1.781 5.491 1.3 -1.3 -1.9
H -2.251 -3.503 4.758 0.5 2.3 -0.3
H -0.873 -2.188 4.787 -2.2 -0.3 -0.4
H -3.445 -1.083 3.393 1.6 -1.4 -1.0
H -1.061 -1.941 1.438 -0.6 1.6 1.8
H -0.327 -1.119 2.967 -2.4 0.1 -1.2
H -0.628 0.090 -0.526 0.6 1.1 2.2
H -0.482 1.831 0.182 0.2 -2.4 0.9
H 1.797 0.481 0.050 -1.4 -0.3 2.2
H 1.223 -0.881 1.213 -0.5 2.5 0.0
H -1.019 2.356 2.272 -1.4 -2.0 1.2
H -1.267 0.999 3.685 -0.8 1.2 -2.3
H -2.219 2.552 5.115 -2.0 -0.5 -1.0
H -4.122 2.908 4.984 1.8 -1.3 -0.7
H -3.486 1.128 5.110 0.6 2.2 -0.9
H -3.088 3.755 1.320 -0.5 -0.1 2.2
H -2.253 4.171 2.968 -2.1 -1.0 -1.0
H -4.167 4.214 2.910 1.8 -1.2 -1.1
H -5.267 2.886 0.598 0.9 -2.3 -1.1
H -5.646 1.512 -0.650 1.8 0.6 1.3
H -3.918 2.324 -0.597 -1.6 -0.9 1.2
H -5.608 -0.882 2.135 0.0 0.6 -2.2
H -5.271 -1.163 0.212 -0.6 1.7 2.0
H -6.534 0.175 0.826 1.9 -1.4 0.7
H -3.111 -1.119 0.500 0.1 2.6 0.5
H -2.772 0.470 -0.454 -0.4 -0.8 2.5
C 6.286 -2.650 -4.412 0.2 -0.1 -0.1
C 4.794 -2.598 -4.734 0.3 -0.3 0.4
C 4.259 -1.218 -5.092 -0.5 -0.2 -0.2
N 3.828 -0.265 -3.943 -0.2 0.9 -0.2
C 4.184 1.152 -4.391 -0.1 -0.6 0.1
C 2.315 -0.354 -3.673 0.2 0.0 -0.2
C 2.179 -1.517 -2.713 -0.5 -0.4 -0.3
C 3.421 -1.454 -1.845 0.4 -0.7 0.7
C 4.396 -0.520 -2.543 -0.1 0.5 0.0
H 6.588 -1.983 -3.608 0.0 0.0 0.0
H 6.568 -3.664 -4.110 0.0 0.2 -0.1
H 6.880 -2.384 -5.294 -0.1 0.0 0.1
H 4.221 -3.071 -3.929 0.0 0.2 -0.1
H 4.654 -3.243 -5.607 -0.2 0.2 0.0
H 3.367 -1.340 -5.734 0.3 0.3 0.4
H 5.005 -0.694 -5.700 -0.1 0.1 0.3
H 3.649 1.359 -5.323 0.2 0.0 0.2
H 5.268 1.198 -4.542 -0.3 0.0 0.0
H 3.885 1.861 -3.614 0.0 -0.2 -0.2
H 2.011 0.583 -3.193 0.2 -0.1 -0.2
H 1.768 -0.475 -4.617 0.3 0.1 0.2
H 2.137 -2.464 -3.262 0.0 0.2 0.1
H 1.259 -1.449 -2.123 0.1 0.0 -0.2
H 3.852 -2.454 -1.705 -0.1 0.3 0.0
H 3.183 -1.072 -0.846 0.2 0.0 -0.2
H 5.419 -0.860 -2.587 0.0 -0.1 -0.2
H 4.396 0.444 -2.015 0.0 -0.1 -0.4
```
Forces are in eV/Å.

Values from the calculation:
**Multiplicity**: 2
**LUMO energy (alpha / beta)**: -2.62 / -2.62 eV
**Net charge**: +1

These are the Mulliken partial charges, in e, on atoms 1 to 5: -0.882, 0.249, -0.129, -1.557, 2.280